(1)
C32H31N3OPtS3 as an isolated structure. Source: the Open Molecules 2025 dataset; level of theory: ωB97M-V/def2-TZVPD.

Kohn-Sham gap   6.53 eV
Largest force on an atom   0.72 eV Å⁻¹

```
! RIJCOSX wB97M-V def2-TZVPD def2/J DEFGRID3
* xyz 2 1
Pt 0.1622 -0.3594 -0.3768
C 3.1063 2.5370 0.6908
C 4.0365 1.7783 1.3834
C 3.8024 0.4303 1.6255
C 2.6402 -0.1610 1.1505
C 1.7404 0.6173 0.4153
C 1.9343 1.9576 0.1963
C 2.1679 -1.5041 1.4408
C 2.7954 -2.4514 2.2659
C 2.1429 -3.6161 2.5380
C 0.8687 -3.8764 1.9800
C 0.1624 -5.0721 2.2417
C -1.0552 -5.3001 1.6661
C -1.6035 -4.3442 0.7899
C -0.9469 -3.1715 0.5137
C 0.2977 -2.9099 1.1236
N 0.9828 -1.7390 0.9010
H 3.2863 3.5902 0.5198
H 4.9404 2.2425 1.7532
H 4.5158 -0.1489 2.1973
H 1.2406 2.5518 -0.3818
H 3.7635 -2.2298 2.6903
H 2.5890 -4.3578 3.1894
H 0.6094 -5.8041 2.9024
H -1.5938 -6.2156 1.8673
H -2.5554 -4.5391 0.3134
H -1.3957 -2.4827 -0.1946
O -1.0829 0.2275 -1.7253
C -0.3647 0.4350 -2.9594
C 0.9686 -0.2355 -2.6246
C 1.0897 -1.5549 -2.1337
C 2.4602 -1.9611 -2.0401
C 3.3009 -0.9894 -2.4651
S 2.4907 0.4376 -2.9851
C -1.0539 -0.2604 -4.1007
C -2.3968 -0.3323 -4.3126
C -2.7172 -1.0273 -5.5114
C -1.6123 -1.4591 -6.1730
S -0.1730 -1.0396 -5.3538
C -0.2144 1.9209 -3.1913
C -0.3532 2.9369 -2.2919
C -0.1063 4.2143 -2.8628
C 0.2095 4.1319 -4.1830
S 0.1788 2.5240 -4.7518
H 0.2585 -2.2530 -2.1206
H 2.7779 -2.9444 -1.7251
H 4.3790 -1.0372 -2.5174
H -3.1287 0.1035 -3.6466
H -3.7237 -1.1918 -5.8660
H -1.5601 -1.9974 -7.1059
H -0.6856 2.7910 -1.2735
H -0.1847 5.1481 -2.3253
H 0.4303 4.9383 -4.8643
C -1.8566 -0.3371 4.5858
C -1.8967 0.5656 3.3588
C -1.1989 1.8896 3.6538
C -3.3383 0.7882 2.9037
N -1.0935 -0.1733 2.3388
N -1.0620 0.4925 1.0692
H -2.4404 0.1055 5.3916
H -0.8320 -0.4736 4.9315
H -2.2887 -1.3174 4.3673
H -1.6558 2.3557 4.5260
H -1.3024 2.6153 2.8405
H -0.1409 1.7308 3.8680
H -3.9175 1.2386 3.7091
H -3.8202 -0.1568 2.6401
H -3.4138 1.4732 2.0541
H -1.5219 -1.0811 2.1715
H -0.6801 1.4216 1.2508
H -1.9941 0.6352 0.6639
*
```

(2)
C34H27FN3O4PSTi as an isolated structure at a distorted geometry. Source: the Open Molecules 2025 dataset; level of theory: ωB97M-V/def2-TZVPD.

Kohn-Sham gap (spin up / spin down)   6.05 / 7.65 eV
Largest force on an atom   1.37 eV Å⁻¹
Energy relative to the best compared isomer or geometry (same formula, charge and spin)   4.2 kJ/mol

```
! RIJCOSX wB97M-V def2-TZVPD def2/J DEFGRID3
* xyz 0 3
Ti 0.0479 0.4542 0.0697
O -1.2149 2.3462 -3.6487
C -1.1443 1.6327 -2.5062
O -0.0433 1.2146 -2.0921
C -2.3451 1.3724 -1.8131
C -3.6377 1.7923 -2.2116
C -4.7183 1.4384 -1.4656
C -4.5246 0.6216 -0.3114
C -3.2413 0.2509 0.0074
N -2.1495 0.6260 -0.6698
C -2.8994 -0.6536 1.1517
O -3.8818 -1.2718 1.8064
O -1.7492 -0.8365 1.4626
H -0.3079 2.4233 -3.9759
H -3.7344 2.3911 -3.1066
H -5.7123 1.7578 -1.7468
H -5.3739 0.3302 0.2916
H -4.7213 -1.1357 1.3496
N 0.6131 -2.5375 2.0360
C 1.4409 -3.2246 1.1816
C 2.4190 -4.0733 1.7260
C 3.2535 -4.8159 0.9219
C 3.1454 -4.7447 -0.4630
C 2.1853 -3.9194 -1.0136
C 1.3169 -3.1585 -0.2222
P 0.1403 -2.0028 -0.9940
C -1.4724 -2.8560 -1.0027
C -1.7238 -3.9790 -0.2217
C -2.9945 -4.5406 -0.1912
C -4.0207 -3.9927 -0.9444
C -3.7738 -2.8779 -1.7373
C -2.5095 -2.3112 -1.7624
C 0.6126 -2.0204 -2.7544
C 1.5805 -1.1253 -3.2017
C 2.0133 -1.1658 -4.5200
C 1.4775 -2.0901 -5.4039
C 0.5137 -2.9880 -4.9643
C 0.0895 -2.9585 -3.6445
H 0.1160 -1.7181 1.7149
H 0.9583 -2.4271 2.9751
H 2.5112 -4.1284 2.8047
H 4.0015 -5.4524 1.3780
H 3.8018 -5.3201 -1.1012
H 2.1044 -3.8568 -2.0900
H -0.9332 -4.4194 0.3699
H -3.1783 -5.4118 0.4242
H -5.0081 -4.4361 -0.9218
H -4.5642 -2.4484 -2.3403
H -2.3256 -1.4440 -2.3865
H 1.9960 -0.3900 -2.5264
H 2.7706 -0.4675 -4.8533
H 1.8114 -2.1162 -6.4334
H 0.0956 -3.7178 -5.6455
H -0.6501 -3.6721 -3.3046
S 3.7441 3.1367 -0.5252
C 4.3280 1.5694 -0.8746
C 3.3567 0.6202 -0.7425
C 2.0749 1.1308 -0.3717
C 2.1609 2.4942 -0.2220
C 1.0334 3.3170 0.1758
C 1.1101 4.6980 0.3840
C -0.0160 5.3910 0.7731
C -1.2126 4.7061 0.9533
C -1.2167 3.3455 0.7302
N -0.1345 2.6625 0.3515
H 5.3628 1.4264 -1.1453
H 3.5636 -0.4316 -0.9042
H 2.0539 5.2066 0.2433
H 0.0377 6.4595 0.9383
H -2.1194 5.2080 1.2576
H -2.1238 2.7651 0.8506
F 0.6186 0.1979 1.7394
*
```

(3)
A 3-piece molecular cluster, C6H15N3O overall at a distorted geometry. Source: the Open Molecules 2025 dataset; level of theory: ωB97M-V/def2-TZVPD.

Kohn-Sham gap (spin up / spin down)   6.88 / 6.90 eV
Largest force on an atom   2.53 eV Å⁻¹
Energy relative to the best compared isomer or geometry (same formula, charge and spin)   533.3 kJ/mol

```
! RIJCOSX wB97M-V def2-TZVPD def2/J DEFGRID3
* xyz 0 1
C 0.8639 -2.1590 1.2609
C 2.4271 0.8947 -0.3524
C 1.2755 0.0548 -0.7204
O 1.2885 -0.8429 1.2083
N 0.9583 -0.6286 -1.6739
H -0.0309 -0.9330 -1.7055
H 1.6725 -2.8063 1.6322
H 0.5562 -2.5558 0.2751
H 0.0102 -2.2793 1.9451
H 3.2647 0.2195 -0.1642
H 2.6647 1.5859 -1.1634
H 2.2375 1.4307 0.5722
C -2.4182 -0.9873 -0.2405
C -0.5346 2.2484 -0.3080
N -1.5771 0.0691 -0.8006
C -0.7062 0.7853 0.0545
N -0.5229 0.2850 1.2598
H -2.0763 0.6716 -1.4381
H 0.0267 0.8867 1.8624
H -3.1253 -0.6155 0.5073
H -1.7938 -1.7352 0.2420
H -2.9604 -1.4641 -1.0573
H -1.4569 2.7983 -0.0915
H 0.2695 2.7058 0.2652
H -0.3127 2.3713 -1.3692
*
```